Entry 1:
Formula: C50H127N9O16
Source: the OMol25 dataset
Level of theory: ωB97M-V/def2-TZVPD

Each line ends with the Mulliken charge.
CARTESIAN COORDINATES (ANGSTROEM)
C1 -0.52 -1.38 -1.78  -0.473
C2 -0.67 0.06 -1.24  1.881
C3 -1.40 0.09 0.10  -1.770
O1 -1.42 1.33 0.81  0.346
C4 -1.69 1.19 2.16  -0.818
N1 0.55 0.85 -1.04  -0.012
H1 0.18 -1.91 -1.15  -0.146
H2 -0.19 -1.47 -2.81  -0.368
H3 -1.47 -1.92 -1.82  0.445
H4 -1.35 0.57 -1.93  -0.871
H5 -0.93 -0.69 0.69  0.648
H6 -2.43 -0.23 -0.09  0.349
H7 -2.52 0.54 2.43  0.262
H8 -1.78 2.16 2.65  0.011
H9 -0.90 0.54 2.54  0.444
H10 0.47 1.51 -0.28  0.073
H11 0.78 1.37 -1.87  0.005
C5 1.53 -4.76 0.35  -1.660
C6 2.88 -5.25 0.90  0.692
C7 3.37 -6.56 0.22  -0.283
O2 2.43 -7.57 0.56  -0.437
C8 1.58 -8.00 -0.52  -0.761
N2 3.95 -4.33 0.70  -0.594
H12 0.85 -5.57 0.62  0.521
H13 1.49 -4.49 -0.71  0.205
H14 1.18 -3.84 0.80  0.380
H15 2.66 -5.36 1.96  0.247
H16 4.27 -7.01 0.65  0.022
H17 3.61 -6.43 -0.84  0.450
H18 0.78 -7.39 -0.96  0.247
H19 1.10 -8.83 -0.01  0.285
H20 2.24 -8.36 -1.31  0.318
H21 4.71 -5.00 0.72  0.385
H22 4.01 -4.14 -0.29  -0.128
C9 3.14 -1.46 -1.71  -0.650
O3 4.37 -2.22 -1.80  0.023
C10 5.55 -1.75 -1.11  0.397
C11 6.81 -2.07 -1.96  -1.738
N3 7.28 -3.43 -1.99  -0.356
C12 6.43 -4.42 -2.54  0.402
C13 6.93 -5.81 -2.07  -0.615
O4 6.52 -5.98 -0.70  -0.127
C14 6.88 -7.24 -0.21  -1.097
H23 2.30 -1.85 -2.28  0.092
H24 3.29 -0.43 -2.02  0.406
H25 2.73 -1.46 -0.70  0.242
H26 5.57 -2.07 -0.07  0.361
H27 5.51 -0.66 -1.06  -0.177
H28 7.70 -1.52 -1.67  0.461
H29 6.68 -1.64 -2.95  0.412
H30 7.46 -3.67 -1.03  0.364
H31 6.55 -4.32 -3.62  0.080
H32 5.35 -4.30 -2.38  -0.074
H33 8.02 -5.82 -2.13  0.448
H34 6.45 -6.51 -2.75  0.193
H35 6.46 -7.60 0.73  0.313
H36 7.97 -7.25 -0.10  0.348
H37 6.70 -7.93 -1.03  0.409
C15 -3.36 1.66 -4.01  -1.944
O5 -3.68 0.33 -4.08  0.626
C16 -5.03 -0.10 -4.00  -0.943
C17 -5.24 -1.65 -3.81  -0.579
N4 -4.01 -2.36 -3.38  -0.334
C18 -3.16 -2.74 -4.54  -0.054
C19 -3.55 -4.06 -5.25  -0.882
O6 -3.03 -5.31 -4.87  -0.382
C20 -3.43 -5.63 -3.46  -0.716
H38 -3.11 2.15 -4.95  0.361
H39 -2.42 1.86 -3.49  -0.161
H40 -4.12 2.16 -3.41  0.566
H41 -5.50 0.21 -4.93  0.330
H42 -5.59 0.47 -3.26  0.590
H43 -5.54 -2.13 -4.74  0.282
H44 -6.05 -1.88 -3.12  0.390
H45 -3.46 -1.76 -2.78  0.184
H46 -2.18 -2.93 -4.09  0.224
H47 -2.95 -1.83 -5.10  0.576
H48 -3.21 -3.94 -6.28  0.295
H49 -4.62 -4.23 -5.18  0.408
H50 -4.48 -5.45 -3.23  0.294
H51 -2.64 -5.23 -2.81  0.193
H52 -3.28 -6.70 -3.30  0.292
C21 -3.12 -0.34 8.56  -0.758
O7 -1.68 -0.60 8.63  -0.392
C22 -0.98 -0.25 7.49  -0.793
C23 -0.85 1.31 7.29  -0.009
N5 -0.04 2.01 8.30  -0.317
C24 0.79 3.16 7.84  -0.903
C25 0.11 4.25 7.06  -0.522
O8 0.00 3.68 5.71  -0.090
C26 -0.48 4.52 4.69  -0.661
H53 -3.68 -0.90 9.30  0.327
H54 -3.62 -0.59 7.62  0.313
H55 -3.36 0.70 8.78  0.254
H56 -1.53 -0.74 6.70  0.355
H57 -0.04 -0.80 7.50  0.375
H58 -1.78 1.80 6.99  0.071
H59 -0.24 1.23 6.39  0.271
H60 -0.64 2.16 9.10  0.247
H61 1.50 2.57 7.26  0.394
H62 1.37 3.51 8.70  0.446
H63 0.76 5.12 7.11  0.441
H64 -0.90 4.42 7.43  0.325
H65 -0.57 4.03 3.72  -0.054
H66 0.26 5.31 4.55  0.381
H67 -1.45 4.91 5.01  0.313
C27 -0.42 -1.69 -6.64  -0.594
O9 0.94 -1.58 -6.79  -0.401
C28 1.79 -2.12 -5.67  0.307
C29 3.29 -2.18 -6.06  -1.160
N6 4.06 -3.22 -5.36  0.181
C30 4.00 -4.50 -6.06  -0.574
C31 5.08 -5.51 -5.61  -0.071
O10 5.01 -6.72 -6.33  -0.410
C32 5.98 -7.64 -5.93  -0.641
H68 -0.69 -2.71 -6.93  0.278
H69 -0.90 -1.01 -7.34  0.363
H70 -0.81 -1.47 -5.64  0.002
H71 1.37 -3.12 -5.57  0.406
H72 1.54 -1.61 -4.75  -0.023
H73 3.87 -1.30 -5.81  0.338
H74 3.35 -2.22 -7.15  0.398
H75 3.87 -3.29 -4.37  -0.070
H76 4.45 -4.30 -7.03  0.277
H77 3.05 -5.03 -6.18  0.197
H78 4.98 -5.61 -4.53  -0.102
H79 6.03 -5.05 -5.85  0.353
H80 6.92 -7.10 -6.05  0.308
H81 5.79 -8.53 -6.53  0.285
H82 5.86 -7.99 -4.90  0.190
C33 0.62 5.11 -0.38  -0.985
O11 -0.48 5.17 0.56  -0.098
C34 -1.75 4.66 0.00  -0.308
C35 -3.01 4.95 0.76  -0.223
N7 -3.03 6.22 1.44  -0.102
C36 -3.54 7.20 0.50  -0.972
C37 -3.07 8.54 1.06  -0.557
O12 -1.80 8.47 1.75  -0.372
C38 -0.77 8.46 0.87  -0.700
H83 1.55 5.18 0.19  0.283
H84 0.71 6.01 -0.99  0.359
H85 0.57 4.11 -0.80  0.123
H86 -1.58 3.60 -0.15  0.059
H87 -1.97 5.13 -0.96  0.447
H88 -2.79 4.26 1.57  -0.660
H89 -3.95 4.63 0.31  0.716
H90 -2.16 6.51 1.85  0.352
H91 -4.63 7.18 0.50  0.437
H92 -3.08 7.15 -0.49  0.363
H93 -3.75 8.76 1.88  0.292
H94 -3.10 9.43 0.43  0.399
H95 0.10 8.09 1.41  0.221
H96 -0.67 9.47 0.48  0.443
H97 -0.89 7.77 0.04  0.149
C39 0.89 3.62 -4.34  -1.355
O13 1.86 2.97 -3.55  0.457
C40 2.81 3.91 -2.95  -0.634
C41 3.86 3.05 -2.22  0.300
N8 5.09 3.83 -1.86  -0.305
C42 5.38 4.06 -0.41  -0.854
C43 5.22 2.82 0.42  -0.527
O14 3.88 2.66 0.89  -0.039
C44 3.75 1.37 1.41  -0.856
H98 0.41 4.58 -4.16  0.562
H99 0.01 2.99 -4.19  -0.146
H100 1.06 3.39 -5.39  0.346
H101 2.35 4.48 -2.15  0.205
H102 3.34 4.60 -3.60  0.468
H103 4.21 2.31 -2.93  0.033
H104 3.36 2.61 -1.36  -0.265
H105 5.03 4.78 -2.21  0.299
H106 4.93 4.93 0.08  0.290
H107 6.46 4.09 -0.56  0.439
H108 5.81 3.09 1.30  0.509
H109 5.75 1.98 -0.01  0.183
H110 3.69 0.49 0.77  0.188
H111 2.87 1.41 2.05  0.206
H112 4.54 1.23 2.14  0.464
C45 -11.07 0.86 5.86  -0.768
O15 -9.78 1.24 5.62  -0.255
C46 -9.41 2.43 6.31  -0.766
C47 -7.96 2.83 5.95  -0.453
N9 -6.84 2.06 6.48  -0.302
C48 -5.54 2.77 6.36  -0.547
C49 -5.18 3.10 4.94  -0.149
O16 -5.03 1.95 4.15  -0.162
C50 -5.19 2.13 2.77  -1.155
H113 -11.26 0.97 6.93  0.309
H114 -11.22 -0.19 5.63  0.245
H115 -11.74 1.60 5.41  0.303
H116 -9.56 2.23 7.38  0.412
H117 -10.10 3.25 6.12  0.402
H118 -7.74 3.85 6.26  0.434
H119 -7.87 2.81 4.86  0.146
H120 -6.95 1.12 6.12  0.285
H121 -4.71 2.22 6.78  -0.151
H122 -5.58 3.72 6.89  0.388
H123 -4.18 3.54 4.89  0.284
H124 -5.91 3.80 4.53  0.414
H125 -4.96 1.15 2.34  0.316
H126 -4.62 2.88 2.22  0.254
H127 -6.26 2.15 2.56  0.400

Results
net charge = -1
spin multiplicity = 2
⟨S²⟩ = 0.75
E_LUMO (spin up / spin down) = 1.84 / 1.79 eV
orbital gap (spin up / spin down) = 1.3 / 8.2 eV
HOMO energy (spin up / spin down) = 0.58 / -6.45 eV



Entry 2:
Formula: C50H150O25
Source: the OMol25 dataset
Level of theory: ωB97M-V/def2-TZVPD

Each line ends with the Mulliken charge.
CARTESIAN COORDINATES (ANGSTROEM)
C1 -3.05 -7.64 -0.28  -0.952
C2 -2.66 -8.70 0.73  -0.135
O1 -1.23 -8.70 1.04  -0.555
H1 -4.13 -7.73 -0.48  0.404
H2 -2.51 -7.83 -1.19  0.363
H3 -2.83 -6.62 0.08  0.096
H4 -2.91 -9.69 0.34  0.345
H5 -3.24 -8.55 1.68  0.114
H6 -1.00 -7.76 1.03  0.231
C3 4.57 -1.30 6.48  -1.140
C4 3.20 -1.90 6.37  -0.268
O2 2.90 -2.25 5.05  -0.180
H7 4.62 -0.60 5.70  0.174
H8 5.31 -2.04 6.33  0.380
H9 4.67 -0.90 7.49  0.402
H10 2.51 -1.14 6.69  0.252
H11 3.11 -2.76 7.08  0.294
H12 3.42 -2.99 4.70  0.225
C5 -2.55 -1.17 -5.04  -1.761
C6 -1.51 -0.55 -4.08  0.491
O3 -2.18 0.59 -3.44  -0.282
H13 -2.18 -2.06 -5.51  0.400
H14 -2.75 -0.46 -5.81  0.504
H15 -3.50 -1.40 -4.54  0.342
H16 -0.70 -0.26 -4.71  0.079
H17 -1.18 -1.27 -3.32  -0.177
H18 -2.23 1.23 -4.14  0.217
C7 -2.38 3.52 -1.64  1.421
C8 -3.35 3.64 -2.75  -0.684
O4 -2.69 3.51 -3.97  -0.485
H19 -1.67 2.74 -1.83  -0.512
H20 -2.85 3.22 -0.69  -1.037
H21 -1.77 4.35 -1.36  0.188
H22 -4.00 4.54 -2.73  0.423
H23 -4.04 2.77 -2.70  0.279
H24 -3.39 3.73 -4.59  0.320
C9 5.17 1.24 0.81  -1.106
C10 4.55 2.49 0.34  0.333
O5 3.77 2.24 -0.85  0.042
H25 5.90 1.38 1.67  0.388
H26 5.66 0.66 0.08  0.384
H27 4.34 0.60 1.12  -0.034
H28 5.37 3.25 0.15  0.197
H29 3.88 2.90 1.11  -0.114
H30 3.23 3.05 -1.04  -0.128
C11 -4.27 0.50 0.08  -1.053
C12 -3.21 -0.58 -0.38  0.633
O6 -2.65 -1.19 0.77  0.321
H31 -5.08 -0.01 0.63  0.424
H32 -4.65 1.01 -0.76  0.610
H33 -3.72 1.27 0.65  -0.343
H34 -2.49 -0.05 -0.94  -0.728
H35 -3.64 -1.40 -1.04  0.223
H36 -1.66 -1.23 0.77  -0.606
C13 1.41 3.16 -4.93  -1.603
C14 1.09 2.03 -3.99  2.175
O7 1.69 0.78 -4.45  -0.545
H37 0.79 3.07 -5.78  0.464
H38 2.45 3.06 -5.29  0.396
H39 1.31 4.12 -4.41  0.197
H40 0.00 1.78 -3.98  -0.764
H41 1.34 2.21 -2.96  -0.694
H42 2.57 0.64 -4.11  0.383
C15 -5.56 -1.27 4.85  -1.118
C16 -4.91 -0.88 3.60  0.026
O8 -3.68 -1.66 3.39  -0.151
H43 -6.58 -0.84 4.89  0.390
H44 -5.01 -0.80 5.71  0.297
H45 -5.64 -2.38 4.84  0.156
H46 -4.65 0.19 3.52  0.149
H47 -5.59 -1.18 2.77  0.256
H48 -3.30 -1.42 2.47  0.346
C17 -2.15 8.97 -2.44  -1.207
C18 -2.16 7.73 -3.24  0.289
O9 -0.82 7.34 -3.50  -0.584
H49 -1.60 8.92 -1.52  0.173
H50 -3.15 9.29 -2.11  0.366
H51 -1.60 9.78 -2.91  0.374
H52 -2.67 7.88 -4.25  0.345
H53 -2.78 7.00 -2.76  -0.049
H54 -0.77 6.45 -3.87  0.252
C19 3.36 -8.04 -1.42  -1.353
C20 3.14 -7.00 -0.39  0.072
O10 3.13 -5.77 -1.08  -0.240
H55 3.57 -9.01 -0.89  0.352
H56 4.21 -7.88 -2.12  0.329
H57 2.47 -8.09 -1.96  0.358
H58 3.92 -7.10 0.40  0.207
H59 2.13 -7.07 0.06  0.112
H60 3.92 -5.66 -1.62  0.148
C21 -0.04 -0.22 3.58  1.663
C22 -0.39 -0.90 4.90  -0.079
O11 -1.62 -0.49 5.34  -0.676
H61 -0.06 0.86 3.66  -0.259
H62 -0.83 -0.43 2.82  -0.765
H63 0.96 -0.64 3.30  -0.166
H64 0.33 -0.77 5.68  0.007
H65 -0.34 -1.99 4.70  -0.013
H66 -2.26 -0.96 4.71  0.229
C23 3.02 -2.93 1.85  0.826
C24 3.94 -4.01 2.19  -0.539
O12 4.18 -4.23 3.60  -0.705
H67 2.87 -2.78 0.77  -0.489
H68 3.34 -1.98 2.31  0.278
H69 1.96 -3.04 2.17  -0.326
H70 4.91 -3.83 1.72  0.342
H71 3.37 -4.91 1.89  0.086
H72 3.50 -4.85 3.96  0.354
C25 -5.96 3.79 2.07  -0.783
C26 -5.49 4.35 0.73  -0.170
O13 -4.20 4.89 0.99  -0.075
H73 -6.98 3.51 2.21  0.465
H74 -5.84 4.58 2.82  0.232
H75 -5.47 2.83 2.25  -0.040
H76 -6.11 5.18 0.35  0.328
H77 -5.34 3.61 -0.03  0.054
H78 -3.36 4.32 0.97  -0.110
C27 1.36 5.59 0.89  -0.480
C28 1.02 6.77 0.03  -0.416
O14 0.73 6.25 -1.30  -0.147
H79 0.61 4.84 0.64  -0.195
H80 1.27 5.82 1.94  0.574
H81 2.39 5.20 0.86  0.069
H82 1.92 7.38 -0.06  0.293
H83 0.14 7.30 0.46  0.357
H84 0.28 6.96 -1.88  0.104
C29 -1.56 -3.76 -1.72  -0.692
C30 -0.08 -4.00 -2.11  -0.288
O15 0.79 -3.97 -0.91  0.844
H85 -1.94 -4.42 -0.97  -0.056
H86 -2.35 -3.91 -2.44  0.562
H87 -1.68 -2.68 -1.41  -0.293
H88 0.19 -3.26 -2.77  0.362
H89 0.02 -5.03 -2.48  0.455
H90 1.57 -4.50 -1.16  -0.442
C31 2.74 1.95 4.28  -0.176
C32 3.80 3.09 4.37  -0.320
O16 4.62 3.04 5.52  -0.551
H91 3.18 0.99 4.11  0.159
H92 2.09 2.18 3.39  -0.259
H93 2.09 2.00 5.13  0.435
H94 3.22 4.03 4.42  0.245
H95 4.41 3.22 3.41  0.131
H96 4.85 2.08 5.59  0.337
C33 2.46 -5.99 -5.39  -0.924
C34 3.90 -5.35 -5.30  -0.346
O17 4.00 -4.13 -4.59  -0.419
H97 1.69 -5.44 -5.97  0.279
H98 2.07 -6.24 -4.39  0.075
H99 2.46 -6.95 -5.90  0.460
H100 4.32 -5.17 -6.29  0.326
H101 4.66 -6.08 -4.88  0.342
H102 3.28 -3.56 -4.88  0.135
C35 -5.81 -6.47 2.78  -1.018
C36 -5.80 -4.99 3.05  -0.183
O18 -4.44 -4.60 3.27  -0.384
H103 -5.20 -7.02 3.53  0.274
H104 -5.25 -6.61 1.86  0.037
H105 -6.82 -6.85 2.73  0.422
H106 -6.34 -4.73 3.93  0.359
H107 -6.37 -4.47 2.23  0.269
H108 -4.33 -3.66 3.28  0.163
C37 3.22 -2.66 -7.73  -1.123
C38 2.47 -1.49 -7.14  -0.214
O19 2.29 -1.75 -5.75  -0.099
H109 3.49 -2.51 -8.77  0.419
H110 2.70 -3.59 -7.71  0.192
H111 4.10 -2.82 -7.07  0.232
H112 1.48 -1.34 -7.53  0.320
H113 3.06 -0.62 -7.25  0.359
H114 1.98 -0.90 -5.30  0.149
C39 3.60 -1.68 -1.55  0.291
C40 4.38 -0.89 -2.64  -0.861
O20 3.95 0.48 -2.93  -0.410
H115 4.30 -2.44 -1.29  0.522
H116 2.61 -2.14 -1.79  -0.353
H117 3.40 -1.01 -0.71  -0.186
H118 4.38 -1.38 -3.58  0.422
H119 5.45 -0.95 -2.29  0.309
H120 3.91 1.01 -2.11  0.406
C41 -2.27 3.53 3.59  -1.577
C42 -1.32 3.26 2.40  0.906
O21 -1.53 4.24 1.34  -0.069
H121 -3.28 3.49 3.17  0.134
H122 -2.04 4.44 4.09  0.355
H123 -2.16 2.76 4.26  0.645
H124 -1.68 2.27 2.05  -0.664
H125 -0.25 3.28 2.62  0.308
H126 -1.35 5.13 1.57  -0.014
C43 -3.92 7.72 2.97  -0.834
C44 -3.15 8.34 1.79  -0.356
O22 -2.64 7.34 0.88  -0.225
H127 -4.89 7.31 2.71  0.197
H128 -4.11 8.43 3.78  0.438
H129 -3.22 6.93 3.42  0.070
H130 -2.28 8.84 2.23  0.313
H131 -3.73 9.04 1.22  0.267
H132 -3.20 6.56 0.81  0.307
C45 -0.99 -4.51 2.75  -0.190
C46 -0.04 -5.59 2.56  -0.132
O23 0.04 -5.98 1.13  -0.136
H133 -2.01 -4.89 2.55  0.121
H134 -0.96 -3.55 2.26  -0.160
H135 -0.94 -4.17 3.81  0.316
H136 -0.31 -6.43 3.14  0.672
H137 0.99 -5.36 2.90  -0.349
H138 0.29 -5.12 0.71  -0.222
C47 0.86 0.91 0.15  0.590
C48 0.41 -0.24 -0.65  2.240
O24 0.17 -1.36 0.24  2.408
H139 1.82 0.68 0.63  -0.503
H140 0.16 1.15 0.92  -0.531
H141 1.20 1.84 -0.35  -0.133
H142 1.05 -0.50 -1.51  -0.228
H143 -0.50 0.03 -1.18  -1.854
H144 0.63 -2.11 -0.12  -1.830
C49 4.25 6.74 -2.15  -1.132
C50 4.23 5.22 -1.87  0.012
O25 2.93 4.64 -1.75  -0.395
H145 5.26 7.12 -2.00  0.421
H146 3.54 7.29 -1.48  0.106
H147 4.07 7.06 -3.22  0.293
H148 4.77 5.13 -0.94  0.158
H149 4.73 4.67 -2.68  0.233
H150 2.15 5.23 -1.76  -0.027

Results
E_LUMO = 0.33 eV
orbital gap = 9.7 eV
HOMO energy = -9.35 eV



> Which formula does entry 1 have?

C50H127N9O16